{
  "formula": "C10H18NO3Si",
  "method": "ωB97M-V with the def2-TZVPD basis set",
  "species": ["C", "C", "C", "C", "C", "C", "C", "C", "C", "C", "N", "O", "O", "O", "Si", "H", "H", "H", "H", "H", "H", "H", "H", "H", "H", "H", "H", "H", "H", "H", "H", "H", "H"],
  "xyz": [[-1.778, -3.047, 1.360], [-2.363, -1.811, 1.382], [-0.428, -3.015, 1.526], [-1.673, -0.622, 1.370], [0.267, -1.832, 1.613], [1.738, 0.691, 2.016], [1.717, 3.444, -1.398], [1.673, -1.297, -2.240], [-2.516, 1.050, -1.665], [0.310, 0.619, 1.332], [-0.281, -0.604, 1.478], [1.515, 2.081, -1.641], [0.573, -0.510, -1.790], [-1.107, 1.446, -1.383], [0.379, 0.956, -1.286], [-2.389, -3.866, 1.223], [-3.388, -1.646, 1.379], [0.234, -3.842, 1.619], [-2.351, 0.235, 1.418], [1.359, -1.948, 1.758], [2.456, 0.114, 1.415], [1.953, 1.713, 2.167], [1.723, 0.193, 2.909], [2.144, 3.998, -2.283], [2.373, 3.550, -0.440], [0.759, 3.812, -0.960], [2.644, -0.738, -2.499], [1.333, -1.762, -3.168], [1.887, -1.906, -1.515], [-2.648, 1.817, -2.419], [-3.190, 1.091, -0.752], [-2.653, 0.133, -2.115], [-0.273, 1.504, 1.588]],
  "lowdin_charge": [-0.01, -0.03, -0.02, 0.00, -0.02, -0.06, -0.12, -0.05, -0.01, -0.20, -0.08, -0.20, -0.15, -0.18, 0.40, 0.10, 0.10, 0.12, 0.14, 0.15, 0.08, 0.06, 0.04, 0.11, 0.11, 0.09, 0.13, 0.11, 0.02, 0.10, 0.11, 0.06, 0.11],
  "e_above_lowest_kj_mol": 223.7,
  "multiplicity": 1,
  "total_charge": 1
}

{
  "formula": "C28H62Cl3F3O12P",
  "method": "ωB97M-V with the def2-TZVPD basis set",
  "species": ["C", "C", "Cl", "C", "Cl", "P", "Cl", "C", "F", "F", "F", "H", "H", "H", "H", "H", "H", "C", "O", "C", "C", "O", "C", "C", "O", "C", "H", "H", "H", "H", "H", "H", "H", "H", "H", "H", "H", "H", "H", "H", "C", "O", "C", "C", "O", "C", "C", "O", "C", "H", "H", "H", "H", "H", "H", "H", "H", "H", "H", "H", "H", "H", "H", "C", "O", "C", "C", "O", "C", "C", "O", "C", "H", "H", "H", "H", "H", "H", "H", "H", "H", "H", "H", "H", "H", "H", "C", "O", "C", "C", "O", "C", "C", "O", "C", "H", "H", "H", "H", "H", "H", "H", "H", "H", "H", "H", "H", "H", "H"],
  "xyz": [[5.862, -1.182, -2.350], [6.806, -0.400, -1.496], [8.071, 0.381, -2.387], [6.743, -0.271, -0.175], [5.470, -1.158, 0.627], [7.929, 0.720, 0.953], [9.412, 1.801, 2.268], [6.404, 1.841, 1.592], [5.632, 2.244, 0.543], [6.747, 3.018, 2.161], [5.571, 1.260, 2.478], [6.218, -1.257, -3.365], [4.897, -0.694, -2.341], [5.719, -2.169, -1.937], [8.121, 1.746, -0.023], [9.045, -0.040, 0.455], [7.715, -0.196, 2.035], [1.799, 0.706, 0.545], [0.994, -0.359, 0.067], [-0.237, -0.489, 0.750], [-1.374, -0.869, -0.174], [-1.797, 0.156, -1.060], [-0.980, 0.452, -2.183], [-0.970, -0.612, -3.258], [-0.166, -1.720, -2.893], [-0.585, -2.930, -3.477], [2.203, 0.468, 1.535], [2.633, 0.836, -0.142], [1.235, 1.644, 0.596], [-0.493, 0.438, 1.274], [-0.124, -1.287, 1.498], [-2.244, -1.071, 0.457], [-1.156, -1.791, -0.715], [0.032, 0.726, -1.884], [-1.443, 1.337, -2.624], [-0.560, -0.172, -4.178], [-2.001, -0.935, -3.450], [-1.661, -3.089, -3.338], [-0.051, -3.738, -2.979], [-0.353, -2.959, -4.549], [1.392, -0.869, 4.838], [0.447, -1.919, 4.898], [0.917, -3.138, 4.347], [0.478, -4.331, 5.165], [1.120, -4.459, 6.423], [0.715, -3.617, 7.490], [-0.639, -3.939, 8.081], [-1.694, -3.486, 7.249], [-2.871, -4.247, 7.368], [1.518, -0.511, 3.810], [1.019, -0.052, 5.453], [2.363, -1.185, 5.233], [2.009, -3.134, 4.273], [0.506, -3.244, 3.334], [0.777, -5.223, 4.609], [-0.609, -4.364, 5.264], [0.780, -2.562, 7.216], [1.453, -3.799, 8.274], [-0.723, -3.434, 9.054], [-0.711, -5.022, 8.237], [-2.664, -5.320, 7.280], [-3.533, -3.960, 6.553], [-3.378, -4.054, 8.321], [-4.877, -1.325, -1.784], [-4.917, -2.278, -2.828], [-5.636, -3.454, -2.506], [-6.460, -3.946, -3.674], [-7.585, -3.140, -3.987], [-7.380, -1.916, -4.675], [-6.982, -2.055, -6.127], [-5.620, -2.424, -6.258], [-5.343, -3.152, -7.430], [-4.214, -1.657, -0.979], [-4.485, -0.398, -2.197], [-5.879, -1.130, -1.385], [-6.294, -3.285, -1.647], [-4.916, -4.240, -2.237], [-6.882, -4.911, -3.383], [-5.835, -4.120, -4.552], [-6.682, -1.268, -4.141], [-8.358, -1.429, -4.659], [-7.130, -1.085, -6.622], [-7.630, -2.799, -6.605], [-6.043, -3.986, -7.557], [-4.339, -3.562, -7.333], [-5.379, -2.511, -8.318], [-1.738, 5.945, -0.723], [-0.390, 5.623, -0.969], [0.135, 6.201, -2.151], [1.560, 6.667, -1.978], [1.725, 7.827, -1.182], [1.643, 7.730, 0.233], [2.787, 6.991, 0.889], [2.634, 5.592, 0.766], [3.861, 4.885, 0.715], [-2.405, 5.429, -1.423], [-1.972, 5.620, 0.290], [-1.907, 7.027, -0.788], [-0.484, 7.043, -2.482], [0.125, 5.438, -2.939], [1.913, 6.965, -2.969], [2.203, 5.853, -1.642], [0.682, 7.325, 0.559], [1.694, 8.768, 0.569], [2.797, 7.244, 1.960], [3.730, 7.326, 0.441], [4.523, 5.296, -0.055], [3.640, 3.853, 0.458], [4.375, 4.903, 1.680]],
  "lowdin_charge": [-0.16, -0.83, 0.64, -0.82, 0.63, 0.25, -0.04, -0.75, 0.02, 0.00, 0.02, 0.05, 0.07, 0.05, -0.04, -0.06, -0.03, -0.10, -0.19, -0.20, -0.19, -0.13, -0.18, -0.20, -0.19, -0.11, 0.08, 0.08, 0.09, 0.13, 0.12, 0.12, 0.12, 0.12, 0.12, 0.13, 0.12, 0.08, 0.09, 0.09, -0.10, -0.20, -0.20, -0.18, -0.12, -0.18, -0.21, -0.19, -0.12, 0.08, 0.09, 0.09, 0.13, 0.12, 0.13, 0.12, 0.12, 0.13, 0.13, 0.12, 0.09, 0.09, 0.09, -0.10, -0.20, -0.20, -0.19, -0.12, -0.18, -0.21, -0.20, -0.12, 0.08, 0.09, 0.09, 0.12, 0.13, 0.13, 0.12, 0.12, 0.13, 0.13, 0.12, 0.09, 0.09, 0.09, -0.12, -0.19, -0.21, -0.19, -0.13, -0.19, -0.21, -0.20, -0.10, 0.09, 0.09, 0.09, 0.12, 0.13, 0.13, 0.12, 0.12, 0.12, 0.13, 0.13, 0.09, 0.07, 0.09],
  "multiplicity": 1,
  "total_charge": -1
}

{
  "formula": "C5H13NO2",
  "method": "ωB97M-V with the def2-TZVPD basis set",
  "species": ["N", "C", "C", "C", "C", "C", "H", "H", "H", "H", "H", "H", "H", "H", "H", "H", "H", "O", "H", "H", "O"],
  "xyz": [[0.701, -0.836, 1.318], [-0.351, -0.329, 0.356], [0.216, 0.521, -0.879], [-4.268, -0.231, 0.178], [-2.823, -0.115, -0.350], [-1.745, -0.420, 0.605], [0.426, -0.258, 2.142], [1.607, -0.373, 1.070], [0.408, 1.527, -0.456], [0.856, -0.077, -1.552], [-4.796, 0.801, 0.153], [-4.366, -0.669, 1.199], [-4.923, -0.810, -0.512], [-2.907, -0.376, -1.357], [-2.160, -0.848, 1.482], [3.861, 0.762, -2.171], [4.503, 0.944, 0.747], [3.588, 0.605, 0.721], [3.220, 0.516, -0.552], [-0.643, 0.635, -1.693], [3.141, 0.336, -1.619]],
  "mulliken_spin": [0.00, 0.00, 0.00, 0.00, 0.00, 0.00, 0.00, 0.00, 0.00, 0.00, 0.00, 0.00, 0.00, 0.00, 0.00, -0.01, -0.02, 0.76, -0.03, 0.00, 0.31],
  "e_above_lowest_kj_mol": 459.4,
  "multiplicity": 2,
  "total_charge": 1
}

{
  "formula": "C3H9FNO",
  "method": "ωB97M-V with the def2-TZVPD basis set",
  "species": ["C", "C", "C", "N", "O", "F", "H", "H", "H", "H", "H", "H", "H", "H", "H"],
  "xyz": [[-1.362, -1.369, 1.298], [0.088, 0.642, -0.875], [1.393, 0.279, -1.573], [0.106, 1.726, -0.171], [-0.150, -0.743, 1.040], [2.445, 1.051, -1.139], [-1.532, -1.809, 2.277], [-1.567, -2.197, 0.725], [-2.315, -0.726, 1.264], [1.347, 0.441, -2.754], [-0.662, -0.085, -1.127], [1.704, -0.619, -1.160], [0.363, -0.910, 1.805], [-0.685, 1.926, 0.449], [0.828, 2.392, -0.061]],
  "lowdin_charge": [-0.15, 0.01, -0.12, 0.25, -0.10, -0.02, 0.10, 0.06, 0.12, 0.20, 0.15, 0.11, 0.10, 0.17, 0.14],
  "e_above_lowest_kj_mol": 132.9,
  "multiplicity": 1,
  "total_charge": 1
}

{
  "formula": "C11H14AuF2N3OSTe",
  "method": "ωB97M-V with the def2-TZVPD basis set",
  "species": ["Au", "N", "C", "S", "N", "N", "C", "C", "C", "C", "C", "C", "C", "O", "H", "H", "H", "H", "H", "H", "H", "C", "Te", "C", "H", "H", "H", "H", "H", "H", "F", "C", "F", "H"],
  "xyz": [[0.128, 0.475, -0.108], [2.463, -0.218, -3.685], [1.979, -0.070, -2.425], [0.393, 0.701, -2.351], [2.698, -0.466, -1.433], [2.072, -0.331, -0.200], [2.843, -0.448, 0.822], [2.439, -0.383, 2.203], [3.451, -0.367, 3.177], [3.151, -0.307, 4.516], [1.807, -0.284, 4.905], [0.796, -0.304, 3.971], [1.087, -0.340, 2.597], [0.075, -0.390, 1.749], [1.991, 0.210, -4.459], [3.420, -0.506, -3.791], [3.897, -0.608, 0.607], [4.485, -0.403, 2.851], [3.938, -0.286, 5.257], [1.554, -0.244, 5.957], [-0.246, -0.295, 4.261], [-3.061, -3.973, 0.055], [-1.816, -2.308, 0.569], [-0.079, -3.433, 0.044], [-2.734, -4.833, 0.636], [-3.002, -4.201, -1.007], [-4.090, -3.736, 0.314], [-0.247, -3.889, -0.928], [0.110, -4.201, 0.791], [0.776, -2.763, -0.010], [-1.281, 2.679, 0.721], [-1.575, 1.574, -0.022], [-2.578, 0.928, 0.614], [-1.935, 1.891, -1.001]],
  "lowdin_charge": [0.98, 0.07, -0.83, 0.62, 0.00, -0.17, -0.06, -0.15, -0.05, -0.09, -0.07, 0.00, -0.34, -0.36, 0.08, 0.10, 0.13, 0.11, 0.10, 0.11, 0.12, -0.49, 1.19, -0.45, -0.01, -0.01, -0.01, 0.00, 0.00, -0.03, -0.01, -0.52, -0.05, 0.09],
  "e_above_lowest_kj_mol": 95.1,
  "multiplicity": 1
}

Energy (computed, eV): -26165.1801 -109613.6211 -10968.0615 -9503.1447 -45405.9802
Max |F| (computed, eV/A): 6.07 0.74 5.66 4.13 1.18